C22H50F6K2NO14S2 | ωB97M-V/def2-TZVPD

Total charge ... +1
LUMO energy ... -3.10 eV
Largest force on an atom ... 14.141 eV Å⁻¹
E_HOMO ... -10.32 eV

The geometry in XYZ format:
```
97
Properties=species:S:1:pos:R:3:forces:R:3
K -2.3751 -1.2386 -2.9074 1.38 1.53 -4.45
K -1.3207 0.4623 2.8797 -1.07 6.20 9.29
C -0.2764 2.0166 -0.2608 -1.56 -2.73 2.53
F -1.4188 2.0770 -0.9547 0.58 0.43 0.51
F 0.7483 2.5594 -0.8896 -4.78 -7.69 10.87
F -0.4237 2.6133 0.9412 -5.49 -11.21 -4.28
S 0.1826 0.1454 0.1272 -0.14 0.72 -0.55
O 0.2347 -0.5113 -1.1879 -4.77 -0.62 4.54
O 1.4485 0.3012 0.8459 -3.93 -0.19 0.46
N -1.2057 -0.3948 1.2085 2.83 -4.07 -10.44
S -1.8632 -1.6062 0.4439 -1.29 -2.33 -2.01
O -2.3145 -1.2241 -0.9189 0.11 -0.48 7.51
O -1.1519 -2.9008 0.4057 -6.34 2.00 2.47
C -3.4784 -1.9452 1.5982 -0.05 0.86 -0.37
F -4.3628 -0.9825 1.1850 2.74 -0.78 4.93
F -4.0008 -3.1648 1.4504 0.50 0.93 -0.68
F -3.2451 -1.8241 2.9129 -0.91 1.45 -0.90
C -0.9735 1.5911 6.3864 1.23 0.77 0.30
O -0.3669 0.9720 5.2319 -1.16 0.04 1.21
C 0.2241 -0.2486 5.5631 1.26 -2.46 -1.60
C -0.3387 -1.6185 5.0475 0.58 0.36 1.54
O -0.5340 -1.6238 3.6527 -0.50 -1.22 0.57
C -1.0569 -2.8908 3.3081 -0.49 -1.67 -1.41
H -1.8983 1.1519 6.7607 -0.04 -0.15 -0.41
H -1.0457 2.6667 6.2252 -0.57 -0.15 -0.59
H -0.2265 1.5908 7.1803 -0.06 -0.45 0.30
H 0.5265 -0.4130 6.5973 -0.34 0.49 0.19
H 1.1376 -0.3501 4.9771 0.57 1.00 0.12
H -1.1151 -2.0985 5.6432 -1.00 0.50 -0.39
H 0.4738 -2.3158 5.2515 0.50 0.04 0.13
H -0.4221 -3.7570 3.4947 0.39 0.29 0.85
H -1.2051 -3.0212 2.2361 0.70 0.61 0.53
H -2.0880 -3.0631 3.6166 0.89 -0.29 1.30
C -2.5789 -3.5607 -4.9022 0.32 -0.14 -0.37
O -3.5043 -2.6088 -4.3226 -1.62 -3.16 -0.52
C -4.3771 -3.3969 -3.4076 0.59 0.81 0.56
C -5.3238 -2.5489 -2.5377 0.04 0.45 0.54
O -4.6369 -1.4381 -1.8655 -0.93 -0.67 -3.72
C -5.2276 -0.8484 -0.7481 -1.46 -1.37 -0.81
H -1.8375 -3.0854 -5.5444 -0.19 0.57 0.22
H -3.0060 -4.3346 -5.5399 -0.77 0.22 0.01
H -2.0375 -4.1346 -4.1501 0.06 0.23 0.47
H -3.7298 -3.9729 -2.7463 0.39 0.08 0.13
H -4.9586 -4.1608 -3.9237 -0.12 0.30 -0.43
H -5.7710 -3.1648 -1.7574 0.45 -0.58 0.27
H -6.2270 -2.3399 -3.1109 0.20 1.23 -0.28
H -5.1806 -1.6867 -0.0530 -1.14 0.60 -0.81
H -6.2693 -0.5280 -0.7645 -0.31 -0.03 -0.98
H -4.6525 0.0383 -0.4816 0.08 -0.41 -0.28
C 2.1516 0.6178 -1.9798 1.24 0.30 -0.67
O 1.8484 1.4840 -3.0227 0.09 0.92 -2.72
C 0.6483 2.2028 -2.8241 -0.70 0.88 -5.32
C 0.0407 2.9348 -4.0793 1.10 -1.62 0.95
O 0.9248 3.9755 -4.3946 0.29 0.24 -2.74
C 1.3023 3.8686 -5.8228 -0.16 -1.25 0.59
H 2.3714 1.2169 -1.0962 0.23 -1.08 -0.23
H 3.0252 0.0120 -2.2206 0.11 0.40 -0.27
H 1.2749 -0.0069 -1.8088 3.34 1.03 -1.66
H 0.8662 2.8478 -1.9728 -0.22 1.69 -9.13
H -0.1319 1.5107 -2.5070 -0.11 -0.29 -0.13
H -0.9982 3.2621 -4.0396 -0.18 0.69 1.30
H -0.1756 2.1620 -4.8169 1.18 -0.16 -0.97
H 0.4367 3.6841 -6.4591 -0.41 0.65 0.11
H 1.8437 2.9319 -5.9551 0.40 -0.09 0.28
H 1.9325 4.6424 -6.2611 -0.30 0.45 0.84
C 0.6939 -3.1546 -0.8376 0.85 0.25 -0.62
O 1.9920 -3.1802 -0.3749 1.60 -2.35 0.77
C 2.5083 -1.9118 -0.1236 -0.65 -0.08 -0.98
C 3.8319 -1.9285 0.6033 -0.27 0.32 -0.58
O 4.3483 -0.6026 0.5929 0.11 -0.26 0.20
C 5.4226 -0.4056 1.4890 1.00 -1.54 0.52
H 0.0501 -2.6849 -0.0939 3.44 -0.17 -1.90
H 0.2549 -4.1424 -0.9779 0.60 -0.35 0.09
H 0.5889 -2.6101 -1.7759 0.19 -0.03 -0.56
H 1.7898 -1.3015 0.4235 1.04 -1.54 -0.25
H 2.5850 -1.5453 -1.1472 0.62 0.96 0.31
H 4.4929 -2.5669 0.0172 0.30 -0.41 0.54
H 3.6547 -2.2327 1.6350 0.30 -0.46 0.08
H 6.1092 -1.2397 1.6341 0.33 -0.42 -1.25
H 5.1472 -0.3486 2.5421 -0.92 0.66 0.28
H 5.8882 0.5390 1.2077 1.22 -1.97 0.07
C 4.9747 2.2178 0.9859 -1.56 -0.39 1.43
O 3.8102 2.9803 1.3181 -0.58 1.01 -1.13
C 2.6590 2.6970 0.4498 2.37 1.97 0.38
C 1.7477 3.9210 0.2235 2.05 2.53 2.29
O 0.8480 3.7993 1.2940 6.56 3.46 2.84
C -0.3306 4.4267 1.2794 -0.43 5.47 0.85
H 4.8347 1.2499 1.4672 -1.23 1.91 -0.68
H 5.8674 2.5410 1.5215 -0.08 1.01 -0.19
H 5.1696 2.0691 -0.0761 -0.11 0.24 -0.16
H 2.0963 1.8913 0.9212 0.63 0.85 -0.51
H 3.0620 2.4884 -0.5413 0.24 -0.30 0.25
H 1.1590 3.8382 -0.6901 2.36 4.30 1.31
H 2.3015 4.8593 0.2543 0.28 0.10 0.23
H -0.6529 4.4816 0.2397 -0.82 0.87 -0.04
H -0.1480 5.4129 1.7062 -0.58 0.62 -0.26
H -1.0669 3.9129 1.8975 -0.09 1.10 0.35
```
Forces are in eV/Å.